(1)
Formula: C47H42Br2FeN4O5PSe
Source: OMol25
Level of theory: ωB97M-V with the def2-TZVPD basis set

Calculated values
Kohn-Sham gap (spin up / spin down) = 6.80 / 6.80 eV
HOMO level (spin up / spin down) = -7.83 / -7.82 eV
spin multiplicity = 2
⟨S²⟩ = 1.247

Atoms and positions in Å:
Fe  -0.25835  -0.01521  0.57142
Se  4.66699  -6.21733  1.20715
N  3.11080  -5.98077  0.37251
C  2.70535  -4.77368  0.65472
C  1.46841  -4.19995  0.14553
C  0.62689  -4.87930  -0.72755
C  -0.49430  -4.23121  -1.19295
C  -0.74459  -2.93171  -0.76642
N  0.03597  -2.27511  0.07976
C  1.12990  -2.89607  0.52258
C  2.02145  -2.09204  1.36422
N  1.66750  -0.80887  1.54929
C  2.48741  -0.03887  2.25521
C  3.67751  -0.49823  2.81220
C  4.05056  -1.80597  2.61140
C  3.21281  -2.62695  1.86165
C  3.56280  -3.99886  1.51623
N  4.65480  -4.58503  1.92265
H  0.88203  -5.88286  -1.04046
H  -1.16439  -4.70192  -1.89815
H  -1.58072  -2.38938  -1.16496
H  2.19706  0.99154  2.38097
H  4.29837  0.18503  3.37406
H  4.97760  -2.20565  3.00034
O  -3.16072  -0.59073  3.29002
C  -2.55767  -0.13179  2.35036
O  -1.67942  -0.80495  1.63668
C  -2.79220  1.31185  1.84441
P  -2.10610  1.28874  0.16770
C  -1.77537  2.93247  -0.48289
C  -1.72612  4.05822  0.33436
C  -1.40325  5.29258  -0.21011
C  -1.11692  5.40090  -1.56186
C  -1.16223  4.27924  -2.38025
C  -1.48635  3.04510  -1.84491
C  -3.48323  0.67098  -0.84194
C  -3.73386  -0.68453  -0.97851
C  -4.85585  -1.12762  -1.66175
C  -5.73760  -0.21199  -2.21170
C  -5.50277  1.14761  -2.06926
C  -4.38285  1.59070  -1.38347
H  -2.22522  1.99041  2.47887
H  -3.84866  1.57366  1.87061
H  -1.93984  3.98302  1.39304
H  -1.36406  6.16501  0.42822
H  -0.85430  6.36410  -1.98079
H  -0.93252  4.36410  -3.43412
H  -1.49832  2.16182  -2.47504
H  -3.07439  -1.38392  -0.50459
H  -5.04478  -2.18902  -1.75697
H  -6.61323  -0.55625  -2.74653
H  -6.19126  1.86582  -2.49475
H  -4.19765  2.65285  -1.28549
C  1.54888  7.53908  1.23905
C  2.19491  6.68634  2.34007
C  1.86604  7.32066  3.69113
C  3.71966  6.69569  2.15837
C  1.68187  5.25189  2.24088
C  1.87676  4.52036  1.07362
C  1.37277  3.24497  0.96656
Br  1.73245  2.29915  -0.63344
C  0.62779  2.60811  1.97960
O  0.00672  1.45619  1.78787
C  0.59053  3.27106  3.23093
C  1.06688  4.58490  3.28928
C  0.09294  2.67450  4.56570
C  -0.12310  1.15839  4.56979
C  1.15293  2.93306  5.65495
C  -1.21320  3.36414  4.98660
H  1.92157  8.56494  1.28457
H  0.46422  7.56561  1.35923
H  1.76813  7.14602  0.24580
H  2.23122  8.34896  3.70816
H  2.34287  6.78662  4.51519
H  0.78978  7.34569  3.87331
H  4.10457  7.71582  2.22617
H  4.00921  6.29173  1.18793
H  4.20291  6.09431  2.93050
H  2.40987  4.93753  0.23003
H  0.95240  5.10832  4.22681
H  0.77178  0.62207  4.25319
H  -0.94469  0.83519  3.93955
H  -0.35456  0.84823  5.59108
H  2.09478  2.44563  5.39285
H  0.80765  2.51233  6.60124
H  1.35712  3.98881  5.82220
H  -1.99399  3.22729  4.23831
H  -1.07060  4.43721  5.12621
H  -1.57823  2.94291  5.92589
Br  5.05906  -4.39286  -2.03975
C  3.66975  -3.11942  -2.25839
C  2.74486  -3.28124  -3.27861
C  1.70208  -2.37447  -3.39007
C  1.55982  -1.33800  -2.47232
C  2.52192  -1.17725  -1.48494
C  3.58942  -2.05555  -1.37704
C  0.30988  -0.48202  -2.52828
O  -0.26935  -0.33731  -3.59440
O  -0.14033  -0.04714  -1.39927
H  2.83434  -4.11062  -3.96658
H  0.96032  -2.47739  -4.17108
H  2.43263  -0.35814  -0.78433
H  4.33653  -1.92883  -0.60408

Here are the Mulliken charges for atoms 1 to 99, given in e: 1.09, 0.22, -0.83, 0.56, 0.91, -0.79, -1.46, -0.41, 0.84, -0.92, -0.43, 0.77, -0.21, -1.54, -0.99, 0.57, 1.25, -0.91, 0.55, 0.48, 0.50, 0.52, 0.62, 0.54, -0.71, -0.09, -0.57, 0.76, 1.93, 0.13, -0.16, -0.37, -0.64, -0.79, -0.08, 0.91, -0.59, -0.84, -0.72, -0.76, -0.94, -0.98, 0.84, 0.11, 0.46, 0.40, 0.42, 0.43, 0.54, 0.46, 0.39, 0.44, 0.40, -1.51, 1.91, -2.10, -1.72, 0.03, -0.89, 0.86, 0.01, -0.84, -0.22, 0.37, -0.73, 2.03, -2.06, -1.76, -1.76, 0.47, 0.22, 0.31, 0.46, 0.39, 0.38, 0.46, 0.33, 0.35, 0.48, 0.38, 0.27, 0.48, 0.58, 0.38, 0.50, 0.31, 0.18, 0.30, 0.49, -0.15, -0.20, -0.58, -1.01, 0.44, 0.91, -0.63, -0.36, -0.73, 0.03

***

(2)
Formula: C47H42Br3CaN3OP2SSbSe4
Source: OMol25
Level of theory: ωB97M-V with the def2-TZVPD basis set

Calculated values
Kohn-Sham gap = 5.12 eV
charge = -1
HOMO level = -3.36 eV

Atoms and positions in Å:
Ca  -1.43331  -2.15501  0.08614
O  1.60638  -2.72925  2.47672
S  0.93258  -1.46189  2.09585
C  0.09168  -0.84623  3.56345
C  0.42481  -1.46056  4.75703
C  -0.05810  -0.93324  5.94517
C  -0.82225  0.22421  5.92253
C  -1.18336  0.79890  4.71209
C  -0.79242  0.23291  3.50131
P  -1.45138  0.78649  1.87579
C  -0.99104  2.58018  1.97318
C  -1.93156  3.60074  1.84815
C  -1.53820  4.93532  1.84669
C  -0.19947  5.27449  1.96132
C  0.74895  4.26588  2.09054
C  0.35551  2.93710  2.09675
C  -3.26890  0.87795  1.97631
C  -3.91338  0.90317  0.74060
C  -5.29477  1.01707  0.66523
C  -6.04584  1.09210  1.82352
C  -5.41404  1.03282  3.05829
C  -4.03704  0.92435  3.13751
C  2.24162  -0.19864  2.07966
C  2.77292  0.25132  3.28682
C  3.76222  1.21633  3.29653
C  4.22691  1.74219  2.09657
C  3.72638  1.26455  0.90004
C  2.73887  0.27368  0.86501
P  2.16297  -0.46026  -0.71869
C  2.28343  0.99872  -1.82978
C  2.66488  0.85474  -3.16220
C  2.64426  1.94149  -4.02705
C  2.25607  3.19210  -3.57160
C  1.87795  3.34745  -2.24475
C  1.87563  2.25844  -1.38749
C  3.63427  -1.43075  -1.24170
C  4.91225  -1.31404  -0.69840
C  5.95851  -2.08460  -1.18404
C  5.74879  -2.97898  -2.22462
C  4.48130  -3.11119  -2.76872
C  3.43256  -2.34983  -2.27131
H  1.05489  -2.34096  4.73151
H  0.17841  -1.41350  6.88577
H  -1.16536  0.66748  6.84880
H  -1.79141  1.69393  4.70822
H  -2.98239  3.35102  1.76274
H  -2.28963  5.71083  1.75715
H  0.10372  6.31414  1.95995
H  1.79937  4.51231  2.19206
H  1.10926  2.16806  2.21470
H  -3.34784  0.77955  -0.17307
H  -5.77859  0.98270  -0.30211
H  -7.12580  1.12786  1.76994
H  -6.00238  1.01460  3.96648
H  -3.58037  0.80250  4.10724
H  2.39409  -0.13512  4.22183
H  4.15847  1.56811  4.24047
H  4.98658  2.51386  2.09379
H  4.10690  1.66328  -0.03185
H  2.99084  -0.11061  -3.53060
H  2.94407  1.80822  -5.05924
H  2.25107  4.04089  -4.24361
H  1.58520  4.32076  -1.87019
H  1.57912  2.40459  -0.35348
H  5.09907  -0.63740  0.12381
H  6.94190  -1.98968  -0.74053
H  6.56720  -3.58268  -2.59621
H  4.29506  -3.82383  -3.56224
H  2.43910  -2.48893  -2.67827
Br  -0.47844  -5.16244  1.39854
C  1.20852  -5.79755  0.74535
Br  2.05465  -4.62936  -0.54327
H  1.05150  -6.74460  0.24554
H  1.88514  -5.88753  1.58464
Se  -6.52004  -2.50064  2.01931
Sb  -4.45344  -3.51572  1.30027
Se  -3.85073  -2.73810  -1.02872
Se  -2.49652  -2.47502  2.58641
Se  -4.18521  -5.91392  1.44295
C  -1.96745  3.90629  -1.81100
C  -2.05311  2.44624  -2.09218
C  -2.78624  1.75112  -3.02211
C  -2.48124  0.38964  -2.81465
N  -1.60901  0.25291  -1.81827
N  -1.35918  1.51822  -1.40666
C  -3.02177  -0.75827  -3.59827
H  -2.63510  4.44414  -2.48182
H  -0.95439  4.28141  -1.96433
H  -2.25581  4.13071  -0.78454
H  -3.46329  2.16511  -3.75128
H  -0.76846  1.66181  -0.60459
H  -4.09754  -0.84737  -3.44526
H  -2.58694  -1.70027  -3.28086
H  -2.82992  -0.61006  -4.66399
Br  -1.40021  -5.34388  -2.06613
C  -0.62672  -3.96401  -3.07852
C  -0.36221  -4.21364  -4.42300
C  0.17835  -3.19753  -5.18386
C  0.43848  -1.97479  -4.58102
C  0.14231  -1.83007  -3.24115
N  -0.38430  -2.80378  -2.48260
H  -0.59054  -5.18219  -4.84185
H  0.38919  -3.35676  -6.23412
H  0.85314  -1.14266  -5.13383
H  0.30929  -0.88964  -2.73661

Here are the Mulliken charges for atoms 1 to 99, given in e: 0.85, -0.94, 2.53, -0.63, -0.43, -0.76, -0.92, -0.79, 0.03, 2.75, -0.52, -1.08, -0.47, -0.79, -0.26, -0.07, 0.77, -0.51, -0.55, -0.67, -0.69, -0.41, -0.58, -0.66, -0.85, -0.96, 0.00, 0.10, 1.93, 0.37, -0.67, -0.68, -0.95, -0.62, -0.65, 0.98, -1.07, -0.68, -0.81, -0.83, -0.66, 0.55, 0.41, 0.38, 0.64, 0.50, 0.44, 0.37, 0.50, -0.05, 0.14, 0.41, 0.35, 0.37, 0.41, 0.47, 0.43, 0.44, 0.55, 0.42, 0.45, 0.37, 0.58, 0.45, 0.39, 0.43, 0.37, 0.47, 0.73, -0.06, -0.67, 0.02, 0.45, 0.40, -0.71, 0.68, -0.75, -0.67, -0.68, -1.12, 0.80, -1.60, 0.69, 0.22, 1.83, -1.65, 0.43, 0.08, 0.13, 0.52, -1.25, 0.40, -0.06, 0.40, 0.03, -0.18, -0.70, -0.77, -1.07